(1)
A structure of composition C39H35BrN2RuSSb2 in a non-equilibrium geometry, computed with wB97M-V/def2-TZVPD.

## Properties
**Charge**: +4
**HOMO (alpha / beta)**: -0.7011 / -0.6996 Eh
**Energy**: -5162.60165 Ha
**Spin multiplicity**: 5
**Frontier orbital gap (alpha / beta)**: 0.2175 / 0.1640 hartree

Geometry (Å):
Sb: 0.10205 -0.07829 -1.78559
Sb: 0.83045 1.47994 1.24643
Ru: 1.12694 -1.08104 0.53859
Br: -3.19872 -2.08312 4.24312
S: 2.94602 -5.28181 1.01432
N: 1.88263 -2.97378 0.96768
N: -0.76869 -2.02718 0.96515
C: 3.30847 -4.82069 3.77271
C: -0.33896 4.15334 -4.09486
C: -2.21475 1.37580 1.13508
C: -2.42182 -3.68336 0.52076
C: -1.53607 -1.06358 -2.58541
C: -2.56090 1.91561 3.85574
C: 2.52068 -2.69070 4.62566
C: 3.13252 -3.94311 4.81746
C: -1.30043 -2.25909 -3.27075
C: -0.02806 1.82919 -2.65568
C: 2.65185 3.59618 0.15872
C: -3.82179 -1.03700 -3.26303
C: -1.11534 1.58179 1.97140
C: 2.24957 -3.18507 2.31258
C: 2.21546 -4.00963 0.21583
C: 0.88630 5.68414 0.84250
C: 2.06943 -2.30685 3.38088
C: -1.27357 1.84116 3.33547
C: -0.57779 2.93993 -2.02815
C: -2.78705 -0.44654 -2.55359
C: 2.13748 5.93806 0.26374
C: -1.30017 -2.97338 0.16344
C: -1.34698 -1.78340 2.16098
C: -3.60417 -2.21721 -3.97088
C: 1.37445 3.34174 0.71658
C: -3.66019 1.72238 3.02851
C: -0.73290 4.10812 -2.76371
C: 0.19361 3.02672 -4.70920
C: 3.01784 -0.23233 -1.86225
C: 0.35069 1.84410 -3.99653
C: 2.85982 -4.41938 2.51185
C: -2.35042 -2.82169 -3.98398
C: 0.49410 4.38808 1.08916
C: -2.47027 -2.46703 2.58065
C: 1.88892 -0.91066 -2.62476
C: 3.01466 4.89843 -0.08170
C: 3.01031 -0.68656 -0.41401
C: -3.49139 1.45610 1.67264
C: -3.02445 -3.43029 1.74798
H: -0.90654 -1.02405 2.79320
H: 3.97942 -0.50232 -2.30915
H: -0.32365 -2.72872 -3.30104
H: 3.33486 2.79115 -0.08157
H: 1.89837 -1.99337 -2.49858
H: -2.10096 1.17983 0.07459
H: -4.41678 -2.66390 -4.52827
H: 3.97885 5.12588 -0.51684
H: 2.03037 -4.05546 -0.84932
H: 1.85742 -0.69023 -3.69107
H: -3.90659 -3.97812 2.05675
H: -2.81746 -4.43706 -0.14723
H: 3.46955 -4.22240 5.80692
H: 2.40216 -2.02716 5.47175
H: 2.93530 0.85472 -1.93967
H: 0.73785 0.97181 -4.50814
H: -0.46473 5.06398 -4.66498
H: -4.65873 1.78686 3.44087
H: -2.18901 -3.72631 -4.55605
H: -0.42618 2.00737 3.99245
H: -1.17915 4.97996 -2.30222
H: -2.95356 0.49361 -2.04231
H: 3.77908 -5.78328 3.92600
H: 0.48356 3.06096 -5.75134
H: -0.80140 -3.16692 -0.77492
H: -2.70181 2.13070 4.90753
H: 2.44066 6.96344 0.09096
H: -4.79805 -0.57001 -3.27965
H: -0.46711 4.18376 1.54317
H: 3.47074 -1.65985 -0.27431
H: 1.58854 -1.33672 3.26663
H: 0.23486 6.50734 1.10557
H: 3.43721 0.02445 0.29933
H: -4.35678 1.32402 1.03596
H: -0.92973 2.90798 -1.00655

***

(2)
A structure of composition C39H35BrN4O2P2PtTe, computed with wB97M-V/def2-TZVPD.

## Properties
**HOMO**: -0.2590 Eh
**Energy**: -5520.63423 Ha
**Relative energy (zero: lowest compared OMol25 entry of this formula, charge and spin)**: 40.33 kJ/mol
**Frontier orbital gap**: 0.2605 hartree

Geometry (Å):
Pt: 1.11803 1.22996 -0.07286
Te: -2.05022 -1.47466 1.41006
Br: 1.95207 -2.12893 5.67428
P: -1.04563 0.87014 -0.63563
P: 0.68971 -1.02685 -0.47691
O: 4.15027 0.85799 0.78881
O: -0.00852 3.94035 -0.06587
N: -4.34482 -5.45749 -0.35234
N: 1.08314 0.79003 2.93519
N: 3.09107 1.71382 0.48300
N: 1.03398 3.27496 0.14541
C: 3.27336 2.95599 0.77693
C: 1.00328 1.88838 3.68190
C: 1.40246 -1.86485 -4.96533
C: -4.30690 3.15684 1.63352
C: -2.00583 0.45380 -4.59329
C: -1.08957 -0.87996 -0.33744
C: 1.35559 -0.36285 3.53664
C: 0.96728 -4.82657 0.98479
C: 2.15910 3.85802 0.52400
C: -2.33196 1.80751 0.22194
C: 1.48314 0.68560 5.68601
C: 3.01173 -3.71767 1.58463
C: 0.50819 -3.66166 0.38839
C: -1.84344 0.20705 -3.23479
C: 0.45875 -2.51608 -2.85120
C: -3.04629 -3.17242 0.63141
C: 2.23653 5.34231 0.65531
C: -0.95851 2.42965 -2.93756
C: -2.10204 2.21441 1.53460
C: -3.69236 -4.61681 -1.15671
C: -4.35110 -5.15238 0.94659
C: 1.97519 -0.75425 -4.36789
C: 4.56207 3.45807 1.34678
C: 1.56491 -0.44929 4.90444
C: 2.21838 -4.85591 1.58868
C: 1.03790 -1.40297 -2.23955
C: -3.03496 -3.47471 -0.72086
C: -1.32092 1.19154 -2.40697
C: -3.55107 2.08457 -0.38379
C: -4.53852 2.75499 0.32598
C: 1.19293 1.88506 5.05503
C: -1.64464 1.68580 -5.12164
C: 2.55061 -2.55581 0.97865
C: 0.64287 -2.74820 -4.20463
C: 1.79288 -0.52435 -3.00851
C: -3.08590 2.88657 2.23900
C: -3.72440 -4.03696 1.48323
C: -1.12325 2.67343 -4.29317
C: 1.29709 -2.51292 0.37797
H: 3.17505 -1.66711 1.01800
H: 1.63692 0.63250 6.75544
H: 4.00253 0.10958 0.19411
H: 5.05384 2.68710 1.93099
H: 2.57006 -5.76148 2.06712
H: 1.53912 5.79056 -0.04997
H: -0.84126 3.63444 -4.70582
H: 2.20570 0.36393 -2.54537
H: 0.18682 -3.61275 -4.67164
H: -3.76535 -3.86131 2.55287
H: 5.23486 3.74783 0.53616
H: -3.69633 -4.86989 -2.21250
H: 0.33917 -5.70853 0.98445
H: -0.16001 -3.19065 -2.27057
H: -4.88257 -5.83968 1.59699
H: -5.07681 3.68642 2.18067
H: -2.51195 -2.82457 -1.41599
H: 0.78186 2.81162 3.15235
H: -3.73341 1.77888 -1.40650
H: 1.53771 -2.04153 -6.02480
H: 3.98317 -3.72528 2.06183
H: -0.55532 3.19529 -2.28148
H: -1.76546 1.87686 -6.18098
H: 1.11277 2.80316 5.62185
H: 1.39585 -1.25049 2.91822
H: 3.24294 5.70621 0.44801
H: -1.14286 2.00094 1.99498
H: 2.55338 -0.05586 -4.95994
H: -2.90158 3.20457 3.25736
H: 4.38516 4.33445 1.96709
H: -5.48929 2.96638 -0.14654
H: -2.40663 -0.31823 -5.23839
H: -2.09511 -0.75695 -2.80812
H: -0.47086 -3.65217 -0.06971
H: 1.94624 5.68349 1.65365

***

(3)
A structure of composition C39H35ClN2NiSi2 in a non-equilibrium geometry, computed with wB97M-V/def2-TZVPD.

## Properties
**HOMO (alpha / beta)**: -0.2460 / -0.2602 Eh
**Energy**: -4163.84147 Ha
**Relative energy (zero: lowest compared OMol25 entry of this formula, charge and spin)**: 237.71 kJ/mol
**Spin multiplicity**: 3
**Frontier orbital gap (alpha / beta)**: 0.2163 / 0.2181 hartree

Geometry (Å):
Ni: -1.30657 -0.82970 0.88101
Cl: 3.55754 0.53706 -2.67053
Si: 2.99505 1.22941 -0.78660
Si: -0.04251 -0.78743 -1.41842
N: 0.55484 -1.43303 2.79815
N: -0.86667 0.92380 2.31298
C: -0.87664 0.59123 -2.42995
C: -2.23531 -2.48778 2.17571
C: -0.25843 -3.02051 -4.91049
C: 1.90907 -2.18965 -3.30866
C: -1.11435 1.91179 -4.43585
C: -0.80683 -2.15864 -0.38903
C: -0.47084 -2.16891 -3.84743
C: 1.72351 2.60372 -1.00522
C: 2.28673 -1.59664 -0.10548
C: -3.00652 -1.30673 1.77970
C: 1.58094 3.22275 -2.24322
C: 1.73334 -0.28686 -0.35010
C: -0.40224 0.97543 -3.67938
C: 0.22977 1.98734 4.14311
C: 0.96202 3.05765 0.08196
C: 0.45875 -0.00586 0.12214
C: 2.13769 -3.07970 -4.38006
C: 2.50063 -1.68845 4.75981
C: -2.96595 -1.41413 4.08999
C: 0.26901 -3.07326 -0.40158
C: -2.04787 1.12146 -1.90456
C: 0.59554 4.20160 -2.43933
C: 0.00083 4.04987 -0.08937
C: 1.60955 -2.82653 -0.04935
C: 1.89752 -0.45600 4.50680
C: 1.05725 -2.61748 3.09981
C: 1.05282 -3.48998 -5.14117
C: 0.61598 -1.76341 -3.04046
C: -2.72083 2.11147 -2.62053
C: 2.04579 -2.81133 4.07361
C: 0.13327 0.88569 3.25790
C: -0.58572 3.09929 4.00336
C: -1.60012 3.07109 3.04234
C: -2.25082 2.49422 -3.87485
C: -2.22226 -2.51257 3.58984
C: 0.90747 -0.33983 3.48978
C: -1.72683 1.94243 2.23366
C: -0.20374 4.59638 -1.36386
C: -3.47637 -0.68312 3.01169
H: -1.94703 -3.30129 1.51440
H: -0.45693 3.94500 4.66812
H: 2.20235 2.92231 -3.09030
H: -1.74617 -2.43381 -0.91247
H: 1.13869 2.64142 1.07861
H: -0.05158 0.94185 0.17076
H: -0.57261 4.42148 0.76219
H: -2.78303 3.26522 -4.42639
H: -1.08400 -3.31817 -5.55299
H: -0.97396 5.36051 -1.51310
H: 0.46135 4.64346 -3.43595
H: 2.75374 -1.85838 -2.70230
H: 2.42600 -3.81486 4.24212
H: 3.38213 -1.64721 0.04289
H: -0.77277 2.17131 -5.44178
H: -3.61337 2.57157 -2.20246
H: -1.47268 -1.80494 -3.62650
H: 0.01235 -4.08137 -0.72156
H: -2.31182 3.88313 2.92419
H: -1.77866 -3.30292 4.21404
H: 2.16594 0.43855 5.07462
H: 1.21282 -4.19525 -5.95170
H: 4.07710 1.94947 -0.51907
H: 0.64873 -3.46323 2.54894
H: 2.14689 -3.75242 0.29123
H: 0.91072 1.90802 4.97880
H: 0.50461 0.52773 -4.09879
H: 3.30572 -1.75664 5.48763
H: -2.57980 1.83354 1.55308
H: -3.15741 -1.22973 5.16698
H: -3.49125 -1.22992 0.77401
H: -2.48046 0.70900 -0.97746
H: 3.37834 0.80814 0.61346
H: 3.14792 -3.44736 -4.58643
H: -4.22937 0.10964 3.08530